1.
DFT (ωB97M-V/def2-TZVPD) results for an isolated molecule of C5H7N.

Summary:
- E_HOMO (eV) = -9.4
- electronic energy (eV) = -6785.3200
- SMILES = C#C[C@@H]1CN1C
- energy above the lowest of the compared OMol25 structures with the same formula, charge and spin (kJ/mol) = 308.0
- molecular weight (g/mol) = 81.1
- largest force on an atom (eV Å⁻¹) = 0.480
- total charge = 0
- Kohn-Sham gap (eV) = 10.49

Structure (XYZ):
```
13
C5H7N (ωB97M-V/def2-TZVPD)
C 0.12115 1.90709 0.02752
N -0.14282 0.54474 0.45274
C 0.99585 -0.33485 0.57260
C 0.04671 -0.47000 -0.57106
C -0.93456 -1.52875 -0.68972
C -1.74771 -2.40130 -0.85557
H -0.78026 2.31040 -0.44386
H 0.95677 1.98392 -0.69040
H 0.35747 2.51953 0.90298
H 1.98384 0.06140 0.33060
H 0.96538 -1.04377 1.39598
H 0.43342 -0.11936 -1.52999
H -2.47939 -3.16526 -1.00096
```

Results of the Mulliken charge analysis, in e, for atoms 1 through 5: number 1, C, carries -0.81; number 2, N, carries -0.33; number 3, C, carries -0.37; number 4, C, carries -0.06; number 5, C, carries -0.99

2.
DFT (ωB97M-V/def2-TZVPD) results for an isolated molecule of C5H7N.

Summary:
- E_HOMO (eV) = -8.6
- electronic energy (eV) = -6784.5481
- energy above the lowest of the compared OMol25 structures with the same formula, charge and spin (kJ/mol) = 382.5
- molecular weight (g/mol) = 81.1
- largest force on an atom (eV Å⁻¹) = 0.985
- total charge = 0
- Kohn-Sham gap (eV) = 8.41

Structure (XYZ):
```
13
C5H7N (ωB97M-V/def2-TZVPD)
C -1.55283 -1.10478 0.32181
C -0.84227 -0.30612 -0.68823
C 1.05472 0.83174 0.25546
C 0.64005 -0.42959 -0.55397
C 0.59028 2.10141 -0.33476
N 0.26657 3.12946 -0.75003
H -0.97777 -1.46846 1.19089
H -2.51946 -0.68210 0.61718
H -1.79520 -1.99457 -0.29412
H 0.66756 0.76839 1.28096
H 2.14971 0.85921 0.31834
H 1.01254 -1.31346 0.00004
H 1.12521 -0.37059 -1.53408
```

Results of the Mulliken charge analysis, in e, for atoms 1 through 5: number 1, C, carries -0.92; number 2, C, carries -0.26; number 3, C, carries -0.48; number 4, C, carries -0.36; number 5, C, carries 0.30

3.
DFT (ωB97M-V/def2-TZVPD) results for an isolated molecule of C5H7N.

Summary:
- E_HOMO (alpha / beta) (eV) = -8.1 / -7.9
- electronic energy (eV) = -6782.7917
- energy above the lowest of the compared OMol25 structures with the same formula, charge and spin (kJ/mol) = 552.0
- molecular weight (g/mol) = 81.1
- largest force on an atom (eV Å⁻¹) = 1.542
- total charge = 0
- Kohn-Sham gap (alpha / beta) (eV) = 8.46 / 7.71

Structure (XYZ):
```
13
C5H7N (ωB97M-V/def2-TZVPD)
C -0.15683 -0.26662 -2.32806
C -0.35339 -0.16243 -0.84639
C 0.18103 0.64193 0.05559
C -0.15387 0.95414 1.37482
C -0.10032 -0.30080 2.14943
N 0.86860 0.59581 2.45127
H 0.51873 0.49461 -2.72206
H -1.13845 -0.14964 -2.80542
H 0.20822 -1.26072 -2.61401
H -0.80527 1.78741 1.61119
H 0.11057 -1.30184 1.77115
H -1.12064 -0.85336 -0.47237
H 1.83154 0.39758 2.15151
```

Results of the Mulliken charge analysis, in e, for atoms 1 through 5: number 1, C, carries -1.15; number 2, C, carries 0.02; number 3, C, carries -0.45; number 4, C, carries 0.07; number 5, C, carries -0.21

4.
DFT (ωB97M-V/def2-TZVPD) results for a cluster of 3 separate species, C5H7N in total.

Summary:
- E_HOMO (alpha / beta) (eV) = -7.5 / -6.0
- electronic energy (eV) = -6779.6157
- energy above the lowest of the compared OMol25 structures with the same formula, charge and spin (kJ/mol) = 858.4
- molecular weight (g/mol) = 81.1
- largest force on an atom (eV Å⁻¹) = 0.567
- total charge = 0
- Kohn-Sham gap (alpha / beta) (eV) = 8.38 / 6.55

Structure (XYZ):
```
13
C5H7N (ωB97M-V/def2-TZVPD)
C 0.62311 0.73976 0.39384
C -0.48008 0.34440 0.72090
C 0.94999 -1.15130 1.27593
C -1.32512 1.83278 -1.58804
C 0.93633 -2.17037 0.44158
N -0.78509 2.33617 -0.57965
H 1.55780 1.20182 0.17084
H -1.47616 0.01841 0.91231
H 1.33604 -1.12085 2.28774
H -1.35899 0.74222 -1.82458
H -1.82954 2.45378 -2.35300
H 1.34448 -3.14805 0.69726
H 0.50723 -2.07878 -0.55512
```

Results of the Mulliken charge analysis, in e, for atoms 1 through 5: number 1, C, carries -0.05; number 2, C, carries -0.27; number 3, C, carries -0.46; number 4, C, carries -0.21; number 5, C, carries -0.48

5.
DFT (ωB97M-V/def2-TZVPD) results for an isolated molecule of C5H7N.

Summary:
- E_HOMO (eV) = -8.7
- electronic energy (eV) = -6784.3482
- SMILES = CC(C)=C1C=N1
- energy above the lowest of the compared OMol25 structures with the same formula, charge and spin (kJ/mol) = 401.8
- molecular weight (g/mol) = 81.1
- largest force on an atom (eV Å⁻¹) = 4.078
- total charge = 0
- Kohn-Sham gap (eV) = 9.64

Structure (XYZ):
```
13
C5H7N (ωB97M-V/def2-TZVPD)
C -0.49658 0.18418 -1.51740
C -0.09951 0.59375 -2.84226
C -0.31543 0.06853 -0.24291
C -1.35100 -0.55318 0.64363
C 1.17592 0.23531 0.30210
N -1.23341 0.08520 -2.80210
H 0.73415 0.78868 -3.40488
H -0.86680 -1.49119 1.24708
H -2.21996 -0.98320 0.07377
H -1.47029 0.15493 1.51883
H 1.22154 1.04046 1.12979
H 1.85134 0.73259 -0.53567
H 1.68694 -0.75175 0.46911
```

Results of the Mulliken charge analysis, in e, for atoms 1 through 5: number 1, C, carries 0.04; number 2, C, carries -0.21; number 3, C, carries 0.78; number 4, C, carries -1.07; number 5, C, carries -0.98

6.
DFT (ωB97M-V/def2-TZVPD) results for a cluster of 2 separate species, C5H7N2 in total.

Summary:
- E_HOMO (eV) = -14.1
- electronic energy (eV) = -8265.5720
- energy above the lowest of the compared OMol25 structures with the same formula, charge and spin (kJ/mol) = 695.2
- molecular weight (g/mol) = 95.1
- largest force on an atom (eV Å⁻¹) = 1.229
- total charge = +1
- Kohn-Sham gap (eV) = 7.58

Structure (XYZ):
```
14
C5H7N2 (ωB97M-V/def2-TZVPD)
C 3.68037 0.72610 0.60321
C 3.41743 0.24265 -0.46223
C -1.68539 -0.32790 0.51264
C -0.52819 -0.85537 0.14391
C -2.57468 0.43375 -0.36336
N 1.68808 -1.53654 -0.33131
N 0.58369 -1.28271 0.04375
H 3.91486 1.16182 1.53059
H 2.30977 -2.03175 0.30764
H 3.30918 -0.12140 -1.44497
H -1.99969 -0.45856 1.54525
H -3.57856 0.00108 -0.33425
H -2.69160 1.44424 0.04109
H -2.21775 0.48701 -1.38775
```

Results of the Mulliken charge analysis, in e, for atoms 1 through 5: number 1, C, carries -0.08; number 2, C, carries -0.64; number 3, C, carries -0.02; number 4, C, carries 0.32; number 5, C, carries -1.03

7.
DFT (ωB97M-V/def2-TZVPD) results for the ion C5H7N2 with charge +1.

Summary:
- E_HOMO (eV) = -14.5
- electronic energy (eV) = -8267.0084
- SMILES = C[C@@H]1C=NC1=C=[NH2+]
- energy above the lowest of the compared OMol25 structures with the same formula, charge and spin (kJ/mol) = 556.6
- molecular weight (g/mol) = 95.1
- largest force on an atom (eV Å⁻¹) = 5.433
- total charge = +1
- Kohn-Sham gap (eV) = 8.83

Structure (XYZ):
```
14
C5H7N2 (ωB97M-V/def2-TZVPD)
C -0.61405 -0.33034 0.08731
C -1.78982 0.17364 0.11126
C 1.02147 -1.56883 -0.04923
C 1.11450 -0.19726 0.44897
C 1.77483 0.85530 -0.26841
N -0.23898 -1.64873 -0.32604
N -3.06461 0.51848 -0.08504
H 1.87468 -2.19456 -0.00328
H 1.02576 0.05098 1.53014
H 1.64796 0.91392 -1.30345
H 2.82490 0.94200 0.07973
H 1.33784 1.70278 0.13508
H -3.31168 0.59800 -1.05093
H -3.60279 0.18460 0.69389
```

Results of the Mulliken charge analysis, in e, for atoms 1 through 5: number 1, C, carries 0.05; number 2, C, carries 0.30; number 3, C, carries -0.06; number 4, C, carries 0.23; number 5, C, carries -1.20